# 1
C4H14N2O2 | wB97M-V/def2-TZVPD

```
22
C4H14N2O2 (wB97M-V/def2-TZVPD)
C 0.16686 -2.76047 0.01186
C 0.16900 -1.45165 0.28404
N -0.98149 -0.71406 0.46158
C 1.42224 -0.61739 0.47278
C 1.92750 -0.10063 -0.88945
N 1.95772 -1.02915 -1.99080
H -0.77563 -3.26542 0.02881
H 1.03196 -3.40359 0.03132
H -0.95749 0.28664 0.48656
H -1.87888 -1.13293 0.29502
H 1.16977 0.21356 1.13299
H 2.19362 -1.18218 0.99890
H 1.23998 0.71858 -1.15808
H 2.90784 0.37355 -0.83686
H 2.89094 -1.23893 -2.30823
H 1.41369 -1.87414 -1.86437
O -0.36308 3.65880 2.33135
H -0.09336 4.10928 1.52602
H 0.10922 3.97958 3.10058
O -3.66320 1.50654 -0.92973
H -3.64713 1.76984 0.00011
H -2.84677 1.01678 -1.07128
```

Output
Kohn-Sham gap (eV): 8.645
Energy above the lowest of the compared OMol25 structures with the same formula, charge and spin (eV): 1.214
Highest occupied orbital energy (eV): -8.194
SMILES string: C=C(N)CCN.O.O

# 2
C19H33F3N8NbO | wB97M-V/def2-TZVPD

```
65
C19H33F3N8NbO (wB97M-V/def2-TZVPD)
O -1.56582 -4.46575 3.20013
C -1.68731 -3.77348 1.94549
C -1.08932 -4.49305 0.75758
Nb -0.30821 -6.61958 1.10408
C -1.08265 -2.41313 2.22922
F -1.87031 -1.64755 3.05052
F 0.12785 -2.44977 2.81956
F -0.92344 -1.66872 1.09361
H -2.18197 -5.20918 3.17015
H -2.75072 -3.56952 1.75636
H -0.29926 -3.91507 0.26438
H -1.88459 -4.61335 0.00839
H -2.00958 -7.19626 1.64883
H 0.46383 -6.62901 2.75570
H 1.44498 -6.29053 0.59528
H -0.32021 -7.31105 -0.56904
H 0.10323 -8.39255 1.35894
C -1.59967 0.09010 -1.56546
C -1.68052 -0.26451 -2.96989
N -1.73847 -0.52205 -4.09214
H -1.41596 1.16065 -1.48176
H -2.52697 -0.15542 -1.05128
H -0.77706 -0.44933 -1.10004
C 2.18531 0.61362 -3.90383
C 1.79744 -0.22014 -2.77933
N 1.49551 -0.90315 -1.90209
H 3.08441 0.20978 -4.36177
H 1.38637 0.62407 -4.64458
H 2.38028 1.62671 -3.56138
C 5.95455 -1.63833 -3.79887
C 5.13820 -1.51172 -4.99435
N 4.47174 -1.40081 -5.93116
H 5.40018 -2.17614 -3.03147
H 6.86685 -2.18439 -4.03015
H 6.21107 -0.64811 -3.42642
C -3.12188 1.70557 3.34820
C -4.53264 1.88421 3.04938
N -5.64901 2.02915 2.80378
H -2.53084 2.35520 2.70449
H -2.92809 1.96735 4.38544
H -2.82469 0.67118 3.17782
C -3.01898 5.91366 4.88480
C -2.43724 4.68513 5.39410
N -2.00228 3.70340 5.81040
H -2.30279 6.41799 4.23934
H -3.92523 5.69020 4.32395
H -3.27341 6.56687 5.71838
C -1.24192 -4.01192 -4.33147
C -1.68912 -4.90306 -3.27320
N -2.04870 -5.58869 -2.42095
H -0.30629 -4.37290 -4.75485
H -1.99487 -3.96093 -5.11581
H -1.09021 -3.01168 -3.93205
C 3.64388 4.97069 -5.66271
C 4.11677 3.69991 -5.13972
N 4.48294 2.68710 -4.73364
H 4.42004 5.43092 -6.27091
H 2.75921 4.80967 -6.27571
H 3.39172 5.63777 -4.84068
C 0.62114 7.38167 6.85661
C 0.41673 6.97910 5.47551
N 0.24672 6.62768 4.39261
H 0.79970 8.45385 6.90966
H -0.25978 7.13348 7.44590
H 1.47936 6.85415 7.26811
```

Output
Kohn-Sham gap (eV): 5.920
Highest occupied orbital energy (eV): -4.412
Charge: -1